Entry 1:
C5H12O | the ωB97M-V functional and the def2-TZVPD basis

The largest force on an atom comes out at 3.30 eV Å⁻¹. The value obtained for the molar mass is 88.150 g mol⁻¹. Its LUMO energy is 0.0336 hartree. Its HOMO energy is -9.18 eV. The calculation puts the calculated total energy at -272.86165 a.u. The orbital gap comes out at 0.3710 Ha. The calculation puts the energy above the lowest of the compared OMol25 structures with the same formula, charge and spin at 54.6 kcal/mol. As for the spin multiplicity: 1.

Last column: Löwdin charge in e.
Cartesian coordinates (Å):
C -1.237 1.052 -0.697  -0.081
C -0.812 0.017 0.312  -0.452
C -1.710 -0.746 0.945  -0.004
C 0.590 0.094 0.846  -0.174
C 1.721 0.112 -0.120  -0.302
O 2.926 0.170 0.603  -0.050
H -0.569 1.099 -1.560  0.068
H -1.229 2.034 -0.213  0.090
H -2.251 0.875 -1.062  0.078
H -0.594 -1.579 -1.800  0.077
H -2.751 -0.747 0.633  0.067
H -1.419 -1.433 1.739  0.070
H -1.023 -1.572 -1.057  0.056
H 0.657 1.006 1.429  0.129
H 0.792 -0.720 1.529  0.118
H 1.585 0.962 -0.782  0.110
H 1.666 -0.785 -0.725  0.109
H 3.659 0.163 -0.021  0.089


Entry 2:
C17H38N2OP | the ωB97M-V functional and the def2-TZVPD basis

The largest force on an atom comes out at 0.69 eV Å⁻¹. The value obtained for the molar mass is 317.478 g mol⁻¹. Its LUMO energy is -0.0840 hartree. The SMILES is CCCCCCC[N@@+]([C@@H](C)CC)(N(C)C(C)=O)P(C)CC. Its HOMO energy is -12.90 eV. The calculation puts the calculated total energy at -1196.34827 a.u. The orbital gap comes out at 0.3901 Ha. The net charge is +1. As for the spin multiplicity: 1.

Last column: Löwdin charge in e.
Cartesian coordinates (Å):
C 1.345 2.894 -2.026  -0.104
C 0.433 3.927 -1.355  -0.234
C -1.003 3.433 -1.072  -0.185
C -1.421 3.408 0.417  -0.188
C -1.771 2.012 0.942  -0.181
C -0.539 1.130 1.227  -0.149
C -0.208 0.185 0.058  -0.140
N 0.182 -1.256 0.353  -0.209
C 1.048 -1.361 1.635  -0.307
C 1.576 -2.777 1.821  -0.042
C 2.155 -0.303 1.780  -0.206
C 2.109 0.437 3.133  -0.066
N -0.992 -2.087 0.556  -0.104
C -1.131 -3.425 -0.015  -0.088
C -2.155 -1.521 1.193  -0.450
C -3.432 -1.559 0.403  0.028
O -2.070 -1.055 2.291  0.131
P 1.075 -1.995 -1.193  1.097
C 2.651 -1.084 -1.164  -0.250
C 0.289 -1.101 -2.589  -0.402
C -1.108 -1.575 -2.992  -0.134
H 1.834 2.253 -1.284  0.048
H 2.142 3.369 -2.599  0.077
H 0.784 2.260 -2.716  0.062
H 0.400 4.819 -1.981  0.105
H 0.893 4.238 -0.413  0.100
H -1.702 4.069 -1.616  0.110
H -1.129 2.429 -1.497  0.090
H -0.597 3.803 1.018  0.104
H -2.275 4.064 0.583  0.111
H -2.367 2.097 1.852  0.119
H -2.414 1.517 0.204  0.103
H 0.323 1.779 1.398  0.109
H -0.693 0.582 2.148  0.088
H 0.635 0.596 -0.489  0.067
H -1.046 0.109 -0.631  0.103
H 0.316 -1.205 2.424  0.118
H 2.218 -3.115 1.005  0.066
H 0.774 -3.493 1.984  0.079
H 2.182 -2.770 2.729  0.104
H 2.141 0.422 0.968  0.080
H 3.119 -0.808 1.696  0.106
H 2.118 1.518 2.998  0.076
H 2.974 0.184 3.745  0.080
H 1.223 0.178 3.713  0.080
H -1.942 -3.901 0.535  0.109
H -0.243 -4.024 0.157  0.064
H -1.378 -3.443 -1.077  0.060
H -4.272 -1.352 1.059  0.101
H -3.577 -2.515 -0.098  0.085
H -3.382 -0.794 -0.378  0.085
H 2.577 -0.004 -1.026  0.033
H 3.345 -1.501 -0.437  0.044
H 3.063 -1.259 -2.162  0.062
H 0.327 -0.017 -2.483  0.057
H 0.992 -1.348 -3.394  0.093
H -1.871 -1.274 -2.273  0.052
H -1.385 -1.135 -3.951  0.084
H -1.143 -2.657 -3.114  0.070


Entry 3:
C56H69As3MnN2OP2 | the ωB97M-V functional and the def2-TZVPD basis

The largest force on an atom comes out at 0.51 eV Å⁻¹. The value obtained for the molar mass is 1127.833 g mol⁻¹. Its LUMO energy (alpha / beta) is -0.3597 / -0.2978 hartree. Its HOMO energy (alpha / beta) is -14.38 / -14.38 eV. The calculation puts the calculated total energy at -10900.29813 a.u. The orbital gap (alpha / beta) comes out at 0.1686 / 0.2307 Ha. The calculation puts the energy above the lowest of the compared OMol25 structures with the same formula, charge and spin at 0.0 kcal/mol. The net charge is +3. As for the spin multiplicity: 5.

Last column: Löwdin charge in e.
Cartesian coordinates (Å):
Mn 0.184 -0.061 -0.131  0.324
C 4.249 -2.837 4.889  -0.003
C 3.379 -3.211 3.673  -0.424
C 3.388 -4.734 3.475  0.001
C 1.956 -2.731 3.925  -0.083
C 1.269 -3.103 5.078  0.022
C 0.001 -2.623 5.373  -0.024
C -0.627 -1.755 4.496  -0.064
C 0.007 -1.402 3.305  -0.271
P -0.716 -0.190 2.180  1.078
C -2.480 -0.619 2.009  -0.354
C -2.946 -1.891 2.343  -0.121
C -4.286 -2.224 2.184  -0.043
C -5.184 -1.289 1.693  -0.038
C -4.738 -0.011 1.374  -0.052
C -3.402 0.321 1.530  -0.114
C -0.654 1.400 3.042  -0.352
C -1.746 1.865 3.778  -0.077
C -1.618 3.021 4.539  -0.055
C -0.409 3.704 4.576  -0.048
C 0.681 3.231 3.856  -0.054
C 0.560 2.082 3.089  -0.087
C 1.288 -1.885 3.059  -0.202
O 1.852 -1.462 1.874  -0.077
C 3.203 -1.659 1.654  -0.189
C 3.732 -0.946 0.579  -0.283
C 5.071 -1.140 0.253  -0.065
C 5.838 -2.030 0.989  -0.025
C 5.276 -2.700 2.065  0.018
C 3.945 -2.520 2.439  -0.083
P 2.702 0.265 -0.294  1.062
C 3.418 0.288 -1.971  -0.386
C 3.791 1.474 -2.599  -0.080
C 4.385 1.440 -3.857  -0.049
C 4.632 0.227 -4.481  -0.048
C 4.274 -0.963 -3.853  -0.060
C 3.664 -0.931 -2.610  -0.139
C 3.078 1.898 0.394  -0.384
C 2.310 2.984 -0.033  -0.140
C 2.589 4.263 0.419  -0.060
C 3.629 4.463 1.321  -0.051
C 4.385 3.386 1.762  -0.042
C 4.116 2.103 1.297  -0.056
H 3.895 -3.337 5.790  0.091
H 4.234 -1.760 5.064  0.106
H 5.282 -3.147 4.736  0.091
H 2.978 -5.240 4.350  0.095
H 4.405 -5.100 3.332  0.095
H 2.796 -5.025 2.604  0.095
H 1.746 -3.776 5.781  0.129
H -0.491 -2.917 6.290  0.125
H -1.603 -1.355 4.742  0.122
H -2.272 -2.627 2.756  0.089
H -4.630 -3.212 2.461  0.125
H -6.229 -1.544 1.581  0.123
H -5.441 0.734 1.023  0.114
H -3.093 1.333 1.324  0.074
H -2.691 1.336 3.776  0.109
H -2.461 3.377 5.117  0.123
H -0.311 4.596 5.182  0.123
H 1.629 3.749 3.897  0.114
H 1.423 1.715 2.548  0.089
H 5.520 -0.597 -0.570  0.123
H 6.875 -2.193 0.731  0.124
H 5.896 -3.381 2.637  0.129
H 3.640 2.428 -2.111  0.100
H 4.679 2.366 -4.335  0.121
H 5.118 0.204 -5.448  0.123
H 4.482 -1.912 -4.331  0.123
H 3.420 -1.866 -2.117  0.101
H 1.503 2.835 -0.744  0.073
H 2.008 5.106 0.066  0.113
H 3.853 5.461 1.675  0.121
H 5.199 3.544 2.458  0.121
H 4.722 1.271 1.635  0.111
C 0.963 -0.348 -4.213  -0.227
As -0.069 0.250 -2.696  1.143
C -0.067 2.135 -3.135  -0.231
C -1.916 -0.257 -3.056  -0.306
C -2.310 -1.747 -3.082  -0.642
C -1.471 -2.562 -4.067  -0.053
C -2.220 -2.391 -1.690  -0.311
As -0.563 -2.426 -0.667  1.129
C 0.812 -3.385 -1.632  -0.248
C -1.023 -3.785 0.625  -0.224
C -3.812 -1.809 -3.448  -0.378
As -4.683 -1.384 -5.200  1.157
C -3.458 -0.143 -6.109  -0.356
C -4.185 -2.990 -6.205  -0.336
H 0.284 -0.259 -5.061  0.056
H 1.320 -1.366 -4.123  0.023
H 1.809 0.327 -4.322  0.028
H -0.462 2.207 -4.148  0.058
H 0.959 2.499 -3.122  0.035
H -0.673 2.727 -2.461  0.002
H -2.133 0.191 -4.023  0.051
H -2.512 0.277 -2.309  0.082
H -0.422 -2.618 -3.783  0.039
H -1.519 -2.144 -5.068  0.069
H -1.846 -3.585 -4.123  0.107
H -2.516 -3.440 -1.757  0.102
H -2.919 -1.906 -1.000  0.081
H 0.336 -4.208 -2.161  0.055
H 1.511 -3.774 -0.892  0.047
H 1.351 -2.755 -2.335  -0.005
H -0.955 -4.724 0.078  0.058
H -2.037 -3.636 0.974  0.015
H -0.329 -3.792 1.463  0.040
H -4.363 -1.189 -2.734  0.057
H -4.160 -2.834 -3.280  0.073
H -3.478 0.842 -5.641  0.012
H -3.881 -0.029 -7.108  0.029
H -2.431 -0.491 -6.221  0.008
H -4.563 -3.869 -5.683  0.026
H -3.118 -3.101 -6.381  0.013
H -4.692 -2.932 -7.169  0.028
N -0.885 1.630 -0.060  0.065
C -1.398 2.674 -0.058  -0.234
N -1.979 3.817 -0.046  -0.029
C -2.967 4.232 -1.089  -0.100
C -4.328 4.409 -0.440  -0.161
C -4.253 5.365 0.752  -0.171
C -3.231 4.884 1.784  -0.168
C -1.860 4.709 1.157  -0.087
H -2.965 3.486 -1.882  0.121
H -2.601 5.174 -1.500  0.139
H -4.693 3.430 -0.112  0.113
H -5.023 4.775 -1.196  0.129
H -5.234 5.459 1.216  0.125
H -3.977 6.365 0.401  0.127
H -3.553 3.931 2.216  0.110
H -3.139 5.594 2.608  0.129
H -1.129 4.270 1.836  0.108
H -1.470 5.660 0.791  0.139


Entry 4:
C10H11BrClNO2 | the ωB97M-V functional and the def2-TZVPD basis

The largest force on an atom comes out at 3.26 eV Å⁻¹. The value obtained for the molar mass is 292.560 g mol⁻¹. Its LUMO energy is 0.0181 hartree. The SMILES is COC(=O)c1ccc(N(C)[C@@H](Cl)Br)cc1. Its HOMO energy is -8.72 eV. The calculation puts the calculated total energy at -3627.10452 a.u. The orbital gap comes out at 0.3384 Ha. The calculation puts the energy above the lowest of the compared OMol25 structures with the same formula, charge and spin at 0.0 kcal/mol. As for the spin multiplicity: 1.

Last column: Löwdin charge in e.
Cartesian coordinates (Å):
C 4.586 -1.947 0.569  -0.040
O 3.222 -1.566 0.453  -0.046
C 2.958 -0.254 0.361  -0.458
O 3.809 0.602 0.385  0.108
C 1.510 0.009 0.200  -0.130
C 1.087 1.299 -0.120  -0.001
C -0.251 1.573 -0.304  -0.003
C -1.207 0.567 -0.136  -0.246
N -2.566 0.908 -0.232  -0.224
C -3.124 1.405 -1.463  -0.097
C -3.479 0.120 0.671  -1.022
Cl -4.829 1.138 1.161  0.595
Br -4.211 -1.519 -0.211  0.605
C -0.779 -0.720 0.196  -0.024
C 0.563 -0.999 0.346  0.000
H 4.848 -2.054 1.623  0.098
H 5.224 -1.185 0.117  0.090
H 4.695 -2.900 0.057  0.093
H 1.826 2.079 -0.207  0.121
H -0.573 2.573 -0.551  0.117
H -3.896 2.144 -1.253  0.068
H -2.330 1.870 -2.040  0.090
H -3.557 0.592 -2.057  0.065
H -2.926 -0.209 1.545  0.057
H -1.486 -1.525 0.312  0.066
H 0.886 -2.001 0.578  0.120


Entry 5:
CH6O2Si | the ωB97M-V functional and the def2-TZVPD basis

The largest force on an atom comes out at 3.45 eV Å⁻¹. The value obtained for the molar mass is 78.143 g mol⁻¹. Its LUMO energy is -0.0075 hartree. Its HOMO energy is -10.19 eV. The calculation puts the calculated total energy at -481.66247 a.u. The orbital gap comes out at 0.3671 Ha. The calculation puts the energy above the lowest of the compared OMol25 structures with the same formula, charge and spin at 54.6 kcal/mol. As for the spin multiplicity: 1.

Last column: Löwdin charge in e.
Cartesian coordinates (Å):
C 1.373 -0.109 0.755  -0.144
O -1.356 -0.441 -0.096  -0.383
O -0.666 2.151 0.165  -0.095
Si -0.291 0.608 0.038  0.442
H 1.508 -1.199 0.666  0.042
H 2.300 0.144 0.192  0.032
H 1.543 0.075 1.754  -0.016
H -1.468 -1.581 -1.677  0.012
H -1.313 2.732 -0.223  0.072
H -1.632 -2.382 -1.574  0.039


Entry 6:
C4H11NO2 | the ωB97M-V functional and the def2-TZVPD basis

The largest force on an atom comes out at 5.09 eV Å⁻¹. The value obtained for the molar mass is 105.137 g mol⁻¹. Its LUMO energy is 0.0164 hartree. The SMILES is CCCC(N)=O.O. Its HOMO energy is -9.63 eV. The calculation puts the calculated total energy at -364.19221 a.u. The orbital gap comes out at 0.3701 Ha. The calculation puts the energy above the lowest of the compared OMol25 structures with the same formula, charge and spin at 47.7 kcal/mol. As for the spin multiplicity: 1.

Last column: Löwdin charge in e.
Cartesian coordinates (Å):
C -0.911 1.340 -1.204  -0.138
C 0.325 1.908 -0.564  -0.294
C 1.064 0.958 0.427  -0.151
C 0.208 -0.002 1.125  -0.550
N 0.669 -1.308 1.080  0.149
O -0.611 0.260 2.022  0.029
H -0.911 0.215 -1.226  0.050
H -1.259 1.627 -2.193  0.059
H -1.741 1.388 -0.257  0.146
H 1.030 2.478 -1.400  0.153
H -0.019 2.713 0.117  0.093
H 1.746 0.424 -0.319  0.128
H 1.716 1.456 1.188  0.140
H 1.171 -1.851 0.352  0.114
H 0.394 -1.979 1.714  0.063
O -0.586 -2.369 -1.963  -0.121
H -0.513 -3.331 -1.760  0.043
H -0.844 -2.331 -2.958  0.088


Entry 7:
C4H12S | the ωB97M-V functional and the def2-TZVPD basis

The largest force on an atom comes out at 1.42 eV Å⁻¹. The value obtained for the molar mass is 92.207 g mol⁻¹. Its LUMO energy is 0.0331 hartree. The SMILES is CCS.CC. Its HOMO energy is -9.00 eV. The calculation puts the calculated total energy at -557.75421 a.u. The orbital gap comes out at 0.3639 Ha. The calculation puts the energy above the lowest of the compared OMol25 structures with the same formula, charge and spin at 10.2 kcal/mol. As for the spin multiplicity: 1.

Last column: Löwdin charge in e.
Cartesian coordinates (Å):
C -1.519 0.611 -2.768  -0.161
C -1.653 -0.226 -1.457  -0.610
S -0.613 -1.736 -1.462  0.658
H -2.368 0.346 -3.399  0.065
H -0.644 0.394 -3.368  0.054
H -1.573 1.638 -2.427  0.064
H -1.399 0.405 -0.610  0.048
H -2.691 -0.534 -1.390  0.055
H -1.263 -2.364 -0.479  -0.160
C 1.813 -0.214 1.511  -0.169
C 1.553 0.530 2.830  -0.173
H 1.982 -1.254 1.775  0.061
H 1.111 0.041 0.723  0.035
H 2.749 0.112 1.045  0.061
H 2.205 0.075 3.568  0.057
H 0.504 0.578 3.114  0.056
H 1.807 1.598 2.793  0.059